# 1
Density functional theory data (ωB97M-V with the def2-TZVPD basis set) for 19 unconnected molecules or ions with the total composition C89H163B3F21N16O19S2 at a distorted geometry.

ORCA input file:
```
! RIJCOSX wB97M-V def2-TZVPD def2/J DEFGRID3
* xyz 1 1
C -0.814 1.227 -0.091
O -1.019 -0.056 0.496
O -0.669 2.151 0.989
C 0.274 1.187 -1.282
F 0.253 2.232 -2.084
F 1.546 0.964 -0.961
F -0.102 0.126 -2.014
C 0.076 -0.852 0.908
C -0.490 -2.107 1.395
H 0.329 -2.742 1.733
H -1.218 -2.022 2.202
H -0.970 -2.562 0.529
H 0.633 -0.332 1.688
H 0.623 -1.202 0.032
H -1.679 1.496 -0.698
C 8.686 -2.896 -7.733
F 8.446 -3.786 -8.667
F 9.931 -3.065 -7.362
F 8.577 -1.694 -8.292
S 7.570 -3.053 -6.194
O 7.376 -4.518 -6.003
O 8.259 -2.349 -5.074
N 6.076 -2.275 -6.720
S 5.124 -2.566 -5.592
O 4.383 -3.834 -5.758
O 5.566 -2.310 -4.235
C 3.786 -1.235 -6.091
F 2.949 -1.174 -5.054
F 4.321 0.009 -6.247
F 3.097 -1.671 -7.159
C 3.863 8.740 2.838
C 3.665 8.215 1.348
C 5.062 7.736 0.775
C 5.493 6.344 1.061
C 4.367 5.415 0.651
C 2.960 5.549 1.410
N 2.658 7.091 1.448
O 1.374 7.488 1.638
C 3.182 5.062 2.927
C 1.884 4.886 0.627
C 3.012 9.194 0.335
H 4.296 8.003 3.514
H 2.922 9.058 3.287
H 4.457 9.654 2.857
H 5.808 8.350 1.280
H 5.280 7.880 -0.283
H 5.597 6.158 2.130
H 6.408 6.103 0.520
H 4.651 4.363 0.672
H 4.107 5.641 -0.383
H 2.217 4.769 3.340
H 3.593 5.831 3.580
H 3.768 4.143 2.894
H 2.081 3.815 0.593
H 1.840 5.234 -0.405
H 0.924 5.013 1.127
H 1.987 9.499 0.548
H 3.124 8.959 -0.724
H 3.539 10.139 0.470
C -9.284 -2.702 0.512
C -7.861 -2.302 1.096
C -7.274 -3.656 1.660
C -5.848 -3.392 2.083
C -4.889 -3.050 0.930
C -5.443 -1.771 0.097
N -7.035 -1.756 -0.020
O -7.564 -0.533 -0.539
C -4.908 -1.817 -1.317
C -4.863 -0.539 0.819
C -8.027 -1.247 2.329
H -9.905 -3.349 1.132
H -9.147 -3.125 -0.483
H -9.902 -1.808 0.425
H -7.372 -4.367 0.841
H -7.787 -3.939 2.580
H -5.607 -4.357 2.531
H -5.721 -2.700 2.916
H -4.892 -3.885 0.229
H -3.853 -2.922 1.245
H -4.976 -0.856 -1.826
H -5.320 -2.626 -1.920
H -3.847 -1.974 -1.124
H -5.122 -0.406 1.870
H -5.176 0.361 0.291
H -3.784 -0.564 0.670
H -8.727 -0.517 1.922
H -7.104 -0.764 2.650
H -8.599 -1.687 3.146
C 0.835 -4.300 -5.677
C -0.280 -4.808 -4.766
C -0.033 -4.209 -3.332
C -0.245 -2.688 -3.169
C -1.717 -2.375 -3.462
C -2.134 -2.781 -4.914
N -1.646 -4.242 -5.139
O -2.046 -4.699 -6.358
C -1.499 -1.805 -5.949
C -3.690 -2.792 -4.917
C -0.407 -6.348 -4.550
H 1.813 -4.683 -5.386
H 1.049 -3.237 -5.787
H 0.775 -4.654 -6.706
H 0.950 -4.465 -2.938
H -0.738 -4.676 -2.643
H 0.390 -2.192 -3.904
H 0.015 -2.391 -2.153
H -1.926 -1.306 -3.420
H -2.191 -2.958 -2.672
H -1.390 -2.155 -6.975
H -0.451 -1.558 -5.780
H -2.102 -0.901 -6.030
H -4.202 -3.441 -4.206
H -4.001 -3.140 -5.902
H -4.057 -1.777 -4.769
H -0.611 -6.789 -5.525
H -1.138 -6.622 -3.788
H 0.543 -6.798 -4.263
C 6.149 6.523 -4.852
C 4.608 6.877 -4.639
C 3.785 7.333 -5.906
C 3.701 6.277 -6.989
C 2.728 5.201 -6.333
C 3.331 4.598 -5.003
N 3.901 5.643 -4.043
O 4.320 5.293 -2.774
C 4.418 3.604 -5.492
C 2.164 3.938 -4.258
C 4.652 8.012 -3.608
H 6.768 6.322 -3.978
H 6.663 7.317 -5.394
H 6.228 5.577 -5.387
H 4.261 8.227 -6.310
H 2.806 7.600 -5.510
H 4.651 5.809 -7.247
H 3.153 6.845 -7.741
H 2.589 4.356 -7.007
H 1.678 5.488 -6.397
H 5.085 3.755 -6.341
H 3.888 2.711 -5.822
H 4.955 3.185 -4.640
H 2.585 3.321 -3.464
H 1.655 3.212 -4.893
H 1.470 4.655 -3.820
H 3.659 8.367 -3.333
H 5.249 8.795 -4.075
H 5.279 7.802 -2.742
C 4.558 0.139 2.592
C 5.514 -0.881 1.918
C 4.748 -1.970 1.153
C 4.070 -1.538 -0.122
C 4.988 -0.780 -1.093
C 5.907 0.315 -0.451
N 6.446 -0.090 0.854
O 7.512 0.601 1.371
C 5.069 1.634 -0.196
C 7.126 0.576 -1.433
C 6.419 -1.450 2.967
H 4.087 -0.232 3.503
H 3.684 0.564 2.097
H 5.172 0.996 2.868
H 4.056 -2.456 1.841
H 5.484 -2.742 0.926
H 3.212 -0.875 -0.016
H 3.794 -2.497 -0.561
H 4.463 -0.301 -1.920
H 5.577 -1.601 -1.501
H 5.537 2.360 0.470
H 4.088 1.396 0.215
H 4.993 2.109 -1.174
H 6.885 0.935 -2.434
H 7.570 -0.401 -1.625
H 7.887 1.285 -1.107
H 7.040 -2.237 2.539
H 5.747 -1.970 3.650
H 6.915 -0.759 3.648
C 1.154 2.398 5.720
C 0.822 1.541 4.447
N -0.309 0.631 4.685
C -0.452 -0.286 5.714
C -1.708 -0.866 5.693
N -2.390 -0.293 4.610
C -1.526 0.619 4.027
C -3.748 -0.563 4.270
H 2.056 3.009 5.676
H 1.218 1.716 6.568
H 0.360 3.105 5.959
H 1.746 0.969 4.360
H 0.746 2.077 3.501
H 0.357 -0.542 6.383
H -2.280 -1.600 6.242
H -1.721 1.320 3.229
H -4.234 -1.071 5.102
H -3.732 -1.184 3.374
H -4.309 0.365 4.156
C 1.512 -6.510 4.544
C 1.093 -6.025 5.985
N 2.010 -6.450 7.027
C 3.259 -5.880 7.262
C 3.677 -6.404 8.522
N 2.708 -7.219 8.998
C 1.736 -7.225 8.094
C 2.858 -7.831 10.288
H 0.627 -6.350 3.927
H 1.675 -7.566 4.331
H 2.358 -6.010 4.072
H 0.148 -6.513 6.223
H 1.082 -4.935 5.998
H 3.640 -5.223 6.494
H 4.545 -6.244 9.144
H 0.787 -7.730 8.194
H 3.881 -7.653 10.620
H 2.506 -8.862 10.286
H 2.189 -7.240 10.914
C -0.445 -11.407 -2.310
C -0.761 -10.028 -2.895
N -0.440 -9.001 -1.997
C 0.790 -8.757 -1.414
C 0.654 -7.630 -0.633
N -0.659 -7.220 -0.662
C -1.371 -8.152 -1.373
C -1.105 -6.051 0.096
H 0.578 -11.518 -1.952
H -0.403 -12.183 -3.073
H -1.056 -11.652 -1.440
H -1.764 -10.039 -3.323
H -0.186 -9.810 -3.794
H 1.666 -9.317 -1.709
H 1.403 -7.099 -0.065
H -2.444 -8.229 -1.468
H -1.488 -6.319 1.081
H -1.814 -5.463 -0.487
H -0.250 -5.391 0.244
C -8.701 2.686 -1.333
C -7.756 2.064 -2.291
N -6.335 2.258 -2.096
C -5.368 1.958 -3.014
C -4.194 2.377 -2.472
N -4.411 2.937 -1.282
C -5.728 2.847 -0.994
C -3.392 3.561 -0.417
H -8.507 3.756 -1.253
H -8.495 2.286 -0.341
H -9.776 2.569 -1.466
H -8.066 2.488 -3.246
H -8.119 1.040 -2.382
H -5.532 1.373 -3.907
H -3.162 2.284 -2.776
H -6.304 3.285 -0.192
H -3.623 4.622 -0.315
H -2.433 3.551 -0.936
H -3.277 2.933 0.466
C -6.758 6.655 5.603
C -6.217 6.702 4.177
N -4.783 6.443 4.255
C -3.802 6.795 5.191
C -2.534 6.261 4.778
N -2.853 5.473 3.627
C -4.182 5.607 3.303
C -1.895 4.690 2.828
H -6.520 7.556 6.167
H -6.395 5.735 6.061
H -7.842 6.746 5.678
H -6.292 7.720 3.794
H -6.686 5.966 3.524
H -4.122 7.383 6.038
H -1.567 6.422 5.231
H -4.706 5.153 2.474
H -1.151 4.315 3.531
H -1.423 5.276 2.039
H -2.436 3.869 2.357
C 1.547 -2.665 4.561
C 2.817 -2.421 5.377
O 2.782 -1.529 6.276
O 3.804 -3.144 5.190
H 1.390 -1.802 3.913
H 0.673 -2.776 5.203
H 1.678 -3.583 3.988
C -0.871 6.052 -1.902
C 0.350 7.027 -1.949
O 0.325 7.957 -1.152
O 1.142 7.035 -2.941
H -0.548 5.218 -1.279
H -1.260 5.635 -2.831
H -1.714 6.506 -1.381
C -2.210 -4.905 3.670
C -2.678 -4.290 5.058
O -1.924 -4.507 6.056
O -3.653 -3.543 5.149
H -1.743 -4.199 2.984
H -3.048 -5.314 3.106
H -1.652 -5.831 3.807
C -6.742 2.265 4.403
C -6.499 2.300 2.886
O -7.420 2.063 2.138
O -5.354 2.595 2.485
H -7.381 1.458 4.760
H -7.062 3.225 4.808
H -5.794 1.975 4.857
B -4.004 -6.215 -3.226
F -3.589 -7.449 -3.396
F -4.519 -5.705 -4.385
F -4.954 -6.246 -2.209
F -2.909 -5.394 -2.801
B -2.994 3.116 -5.992
F -1.777 3.495 -5.480
F -3.121 1.772 -6.317
F -4.031 3.319 -5.147
F -3.238 3.952 -6.998
B 3.227 -5.649 0.699
F 2.610 -4.907 -0.179
F 3.823 -6.643 -0.016
F 4.220 -4.980 1.359
F 2.406 -6.266 1.585
*
```

Values from the calculation:
HOMO-LUMO gap	2.3	eV


# 2
Density functional theory data (ωB97M-V with the def2-TZVPD basis set) for a molecular structure, C3H2CuFLiO3 at a distorted geometry.

ORCA input file:
```
! RIJCOSX wB97M-V def2-TZVPD def2/J DEFGRID3
* xyz 1 3
O -1.924 -0.464 0.586
C -1.096 -1.172 1.068
C 0.777 0.247 -0.531
O 0.715 -0.447 0.564
O -0.743 -2.251 1.437
C 0.524 1.557 -0.723
Li -1.978 1.185 -0.408
F 0.900 -0.549 -1.612
H 0.592 1.974 -1.727
H 0.460 2.204 0.152
Cu 1.774 -2.284 1.195
*
```

Values from the calculation:
<S²>	2.002
HOMO-LUMO gap (alpha / beta)	8.3 / 5.7	eV
energy relative to the best compared isomer or geometry (same formula, charge and spin)	0.00	kJ/mol


# 3
Density functional theory data (ωB97M-V with the def2-TZVPD basis set) for a molecular structure, C12H21F9GeIrO2Se2.

ORCA input file:
```
! RIJCOSX wB97M-V def2-TZVPD def2/J DEFGRID3
* xyz 0 2
Ir -1.098 -0.426 0.455
C -0.492 5.708 -0.538
Se 0.120 3.874 -0.348
C -1.363 3.067 -1.326
C -2.635 2.937 -0.512
Se -2.790 1.386 0.693
C -4.178 0.503 -0.346
H -0.513 5.992 -1.588
H 0.223 6.333 -0.010
H -1.473 5.841 -0.089
H -1.027 2.106 -1.712
H -1.547 3.716 -2.184
H -3.506 2.841 -1.163
H -2.788 3.811 0.119
H -5.072 1.121 -0.310
H -4.353 -0.459 0.127
H -3.834 0.362 -1.367
O -2.317 -1.211 1.406
F -1.038 -3.474 2.026
C -1.206 -3.906 0.786
F -2.452 -3.582 0.394
F -1.135 -5.243 0.820
C -0.141 -3.256 -0.170
O 0.172 -1.993 0.160
C 1.197 -4.086 -0.092
F 2.211 -3.402 -0.620
F 1.148 -5.263 -0.728
F 1.521 -4.317 1.187
C -0.706 -3.282 -1.617
F 0.248 -2.992 -2.509
F -1.662 -2.347 -1.743
F -1.245 -4.458 -1.954
C 3.392 1.871 1.049
Ge 2.491 0.146 0.829
C 3.147 -0.662 -0.816
C 2.688 -0.927 2.441
C 0.587 0.601 0.610
H 4.467 1.716 1.156
H 3.032 2.392 1.938
H 3.222 2.511 0.182
H 4.194 -0.948 -0.713
H 3.077 0.074 -1.620
H 2.563 -1.540 -1.091
H 3.735 -1.177 2.616
H 2.112 -1.847 2.353
H 2.319 -0.365 3.299
H 0.312 0.666 -0.514
H 0.397 1.587 1.034
*
```

Values from the calculation:
<S²>	0.760
HOMO-LUMO gap (alpha / beta)	8.6 / 8.1	eV
energy relative to the best compared isomer or geometry (same formula, charge and spin)	106.10	kJ/mol


# 4
Density functional theory data (ωB97M-V with the def2-TZVPD basis set) for a single C4H9N molecule.

ORCA input file:
```
! RIJCOSX wB97M-V def2-TZVPD def2/J DEFGRID3
* xyz 0 1
C -1.424 0.362 -0.641
C -0.597 0.467 0.619
C 0.023 -0.744 1.218
N 0.848 0.305 0.649
C 1.596 0.021 -0.565
H -2.465 0.149 -0.376
H -1.409 1.300 -1.207
H -1.086 -0.438 -1.304
H -0.947 1.246 1.301
H -0.098 -1.672 0.648
H 0.098 -0.866 2.298
H 2.594 -0.341 -0.287
H 1.142 -0.742 -1.222
H 1.725 0.952 -1.130
*
```

Values from the calculation:
HOMO-LUMO gap	10.0	eV
energy relative to the best compared isomer or geometry (same formula, charge and spin)	106.79	kJ/mol
structure (SMILES)	C[C@H]1CN1C


# 5
Density functional theory data (ωB97M-V with the def2-TZVPD basis set) for 3 unconnected molecules or ions with the total composition C4H15N2O2 at a distorted geometry.

ORCA input file:
```
! RIJCOSX wB97M-V def2-TZVPD def2/J DEFGRID3
* xyz 0 2
N 1.338 -0.203 0.018
C 0.709 0.869 0.780
C -0.234 1.591 -0.181
N -1.071 0.749 -1.074
C -2.312 0.221 -0.482
C -2.360 -1.330 -0.329
O -1.004 -1.979 -0.263
H 2.339 -0.313 0.075
H 0.334 0.470 1.731
H 0.822 -1.065 0.042
H 1.487 1.577 1.074
H -1.300 -0.186 1.892
H 0.346 2.282 -0.821
H -0.964 2.298 0.265
H -0.387 0.049 -1.342
H -3.089 0.296 -1.242
H -2.494 0.760 0.433
H -3.152 -1.662 0.356
H -2.761 -1.731 -1.280
H -1.158 -1.508 0.624
H 5.474 0.071 0.262
H 4.828 -1.064 -0.450
O 4.610 -0.194 -0.089
*
```

Values from the calculation:
<S²>	0.752
HOMO-LUMO gap (alpha / beta)	9.2 / 7.0	eV
energy relative to the best compared isomer or geometry (same formula, charge and spin)	324.64	kJ/mol


# 6
Density functional theory data (ωB97M-V with the def2-TZVPD basis set) for a molecular structure, C18H26BrCuFNOP2.

ORCA input file:
```
! RIJCOSX wB97M-V def2-TZVPD def2/J DEFGRID3
* xyz 1 2
Cu 0.029 -0.179 -0.037
C -3.444 0.285 -1.082
P -1.873 -0.603 -1.283
C -1.775 -0.827 -3.087
C -2.304 -2.291 -0.694
C -1.094 -3.233 -0.693
P 0.273 -2.577 0.349
C 1.638 -3.716 -0.032
C -0.234 -3.110 2.020
H -4.253 -0.247 -1.585
H -3.363 1.289 -1.499
H -3.690 0.379 -0.026
H -2.685 -1.294 -3.469
H -0.921 -1.451 -3.348
H -1.646 0.141 -3.571
H -3.116 -2.693 -1.304
H -2.702 -2.182 0.319
H -0.701 -3.352 -1.707
H -1.378 -4.231 -0.350
H 1.321 -4.751 0.109
H 2.488 -3.516 0.620
H 1.964 -3.579 -1.063
H -0.376 -4.191 2.074
H -1.164 -2.618 2.306
H 0.526 -2.824 2.749
O 6.075 1.398 -0.618
C 4.777 1.106 -0.431
C 4.174 1.045 0.823
C 2.835 0.740 0.878
N 2.069 0.502 -0.200
C 2.684 0.560 -1.376
Br 1.628 0.196 -2.899
C 4.017 0.852 -1.564
H 6.512 1.560 0.227
H 4.730 1.228 1.733
H 2.340 0.677 1.838
H 4.458 0.887 -2.549
F -2.015 5.903 0.551
C -1.699 4.639 0.856
C -2.722 3.732 1.070
C -2.388 2.429 1.382
C -1.046 2.018 1.484
C -0.709 0.649 1.770
C -0.046 2.986 1.271
C -0.362 4.293 0.958
H -3.750 4.063 1.001
H -3.178 1.717 1.586
H -1.521 -0.011 2.059
H 0.229 0.451 2.288
H 0.996 2.704 1.351
H 0.396 5.047 0.793
*
```

Values from the calculation:
<S²>	0.776
HOMO-LUMO gap (alpha / beta)	8.1 / 6.7	eV
energy relative to the best compared isomer or geometry (same formula, charge and spin)	33.97	kJ/mol